(1)
{"formula": "C4H10O2", "method": "ωB97M-V with the def2-TZVPD basis set", "homo_energy_ev": -9.3, "smiles": "C=CO.CCO", "energy_ha": -308.80350, "e_above_lowest_ev": 2.576, "orbital_gap_ev": 10.088, "e_lumo_ha": 0.0287, "elements": ["C", "C", "O", "H", "H", "H", "H", "C", "C", "O", "H", "H", "H", "H", "H", "H"], "positions_angstrom": [[2.063, -0.139, -0.269], [1.805, 0.888, 0.487], [2.769, 1.733, 0.927], [1.244, -0.750, -0.684], [2.935, -0.490, -0.742], [0.838, 1.219, 0.781], [3.653, 1.446, 0.543], [-1.531, -0.077, 0.842], [-2.178, -0.779, -0.443], [-1.493, -0.259, -1.598], [-2.257, 0.133, 1.671], [-0.615, -0.645, 1.062], [-1.343, 0.918, 0.353], [-3.173, -0.506, -0.733], [-2.111, -1.873, -0.488], [-0.606, -0.818, -1.710]], "forces_ev_per_a": [[-2.24, -2.12, -1.61], [1.22, 0.96, 0.15], [1.74, -0.04, -0.31], [0.05, 0.49, 0.66], [1.61, 0.25, 0.13], [-0.54, -0.05, 0.25], [-1.66, 0.52, 0.75], [-1.73, 0.32, -2.07], [1.09, 0.43, 0.00], [3.38, -2.21, -0.52], [0.90, -0.74, -0.51], [-0.39, 0.58, 0.46], [0.37, -0.77, 0.93], [-0.87, 0.20, 0.89], [-0.05, 0.15, 0.53], [-2.87, 2.02, 0.29]], "mulliken_charge": [-0.761, 0.440, -0.491, -0.108, 0.284, 0.306, 0.306, -0.751, -0.336, -0.530, 0.331, 0.242, 0.193, 0.277, 0.296, 0.303]}

(2)
{"formula": "C23H32N2O4", "method": "ωB97M-V with the def2-TZVPD basis set", "homo_energy_ev": -8.3, "smiles": "COCc1ccc(CN2CCC[C@H](CCC(=O)NCc3cccc(OC)c3)C2)o1", "energy_ha": -1306.08380, "e_above_lowest_ev": 2.491, "orbital_gap_ev": 9.078, "e_lumo_ha": 0.0268, "elements": ["C", "O", "C", "C", "C", "C", "C", "C", "N", "C", "C", "C", "C", "C", "C", "C", "O", "N", "C", "C", "C", "C", "C", "C", "O", "C", "C", "C", "O", "H", "H", "H", "H", "H", "H", "H", "H", "H", "H", "H", "H", "H", "H", "H", "H", "H", "H", "H", "H", "H", "H", "H", "H", "H", "H", "H", "H", "H", "H", "H", "H"], "positions_angstrom": [[-1.981, 0.737, 3.234], [-0.717, 0.132, 3.097], [-0.782, -1.272, 2.936], [-1.324, -1.707, 1.611], [-2.446, -2.401, 1.267], [-2.386, -2.581, -0.137], [-1.235, -1.981, -0.556], [-0.629, -1.845, -1.913], [0.478, -2.774, -2.112], [0.972, -2.794, -3.478], [1.812, -1.567, -3.861], [2.944, -1.355, -2.856], [2.367, -1.284, -1.442], [3.429, -1.054, -0.366], [2.812, -0.443, 0.893], [2.509, 1.036, 0.684], [3.164, 1.745, -0.056], [1.475, 1.508, 1.412], [1.162, 2.920, 1.450], [-0.309, 3.199, 1.327], [-0.906, 4.156, 2.134], [-2.261, 4.422, 2.012], [-3.024, 3.736, 1.092], [-2.433, 2.772, 0.272], [-3.275, 2.157, -0.607], [-2.740, 1.212, -1.499], [-1.076, 2.508, 0.396], [1.586, -2.582, -1.192], [-0.593, -1.440, 0.505], [-1.805, 1.802, 3.359], [-2.602, 0.575, 2.347], [-2.506, 0.341, 4.111], [-1.396, -1.719, 3.730], [0.251, -1.619, 3.046], [-3.214, -2.746, 1.928], [-3.101, -3.090, -0.750], [-0.333, -0.792, -2.061], [-1.397, -2.089, -2.652], [0.120, -2.897, -4.155], [1.590, -3.692, -3.573], [1.176, -0.679, -3.884], [2.216, -1.710, -4.865], [3.483, -0.434, -3.088], [3.652, -2.186, -2.919], [1.677, -0.435, -1.401], [3.929, -1.995, -0.127], [4.177, -0.352, -0.742], [3.523, -0.504, 1.721], [1.904, -0.971, 1.182], [0.925, 0.908, 2.011], [1.541, 3.360, 2.382], [1.709, 3.376, 0.616], [-0.312, 4.696, 2.857], [-2.723, 5.168, 2.640], [-4.079, 3.927, 0.980], [-3.571, 0.893, -2.126], [-2.338, 0.342, -0.970], [-1.960, 1.651, -2.129], [-0.590, 1.766, -0.219], [1.208, -2.622, -0.172], [2.261, -3.435, -1.326]], "forces_ev_per_a": [[-0.24, 0.14, -0.05], [0.34, -0.08, 0.00], [0.11, -0.05, -0.27], [-0.68, -0.28, 0.62], [0.51, 0.32, 0.28], [0.51, 0.26, -0.31], [-0.77, -0.44, -0.44], [0.24, 0.01, 0.21], [-0.20, -0.14, 0.01], [0.03, 0.13, -0.23], [0.07, -0.24, 0.08], [-0.32, 0.26, 0.02], [0.35, -0.27, 0.01], [-0.25, 0.13, -0.04], [0.35, 0.02, -0.26], [-0.16, -0.38, 0.25], [0.29, 0.11, -0.28], [-0.30, 0.22, 0.19], [0.30, 0.13, -0.07], [-0.14, 0.12, 0.18], [0.22, -0.06, -0.03], [-0.10, -0.03, -0.08], [-0.06, -0.09, -0.09], [-0.02, 0.09, 0.04], [-0.04, 0.30, 0.30], [0.12, -0.20, -0.15], [-0.15, -0.12, -0.21], [0.01, 0.21, 0.20], [0.32, 0.30, 0.03], [-0.09, 0.01, -0.01], [0.01, 0.02, 0.03], [0.01, 0.00, 0.01], [0.08, -0.01, -0.11], [-0.14, -0.05, 0.04], [-0.12, -0.04, 0.23], [-0.11, -0.11, -0.22], [-0.11, -0.02, -0.04], [0.01, 0.09, 0.08], [0.03, -0.07, -0.02], [-0.01, -0.01, -0.09], [0.00, 0.07, -0.05], [-0.05, 0.05, -0.07], [0.09, -0.02, 0.02], [0.10, -0.05, 0.02], [-0.06, 0.04, -0.03], [0.05, -0.04, 0.01], [0.04, -0.08, 0.04], [-0.07, 0.01, 0.07], [-0.05, -0.03, 0.09], [0.04, -0.13, -0.06], [-0.05, 0.04, -0.15], [-0.08, -0.03, 0.20], [0.08, 0.03, 0.09], [-0.06, 0.06, 0.05], [-0.14, 0.02, -0.01], [0.07, -0.01, 0.01], [0.00, 0.05, 0.00], [0.00, -0.01, 0.02], [0.02, -0.15, -0.08], [0.11, -0.07, -0.01], [0.08, 0.02, 0.04]], "mulliken_charge": [-0.656, -0.355, -0.921, 0.429, -0.974, -0.848, -0.595, 0.067, 0.105, -0.960, -0.493, -1.306, 2.239, -1.445, 0.037, 0.715, -0.719, -0.022, -1.092, 0.194, -0.949, -0.544, -0.579, 0.416, -0.466, -0.451, 0.551, -1.934, 0.675, 0.165, 0.274, 0.359, 0.384, 0.271, 0.533, 0.553, 0.152, 0.553, 0.440, 0.433, 0.222, 0.457, 0.427, 0.325, -0.549, 0.478, 0.393, 0.465, -0.423, 0.089, 0.339, 0.424, 0.376, 0.365, 0.459, 0.337, -0.055, 0.348, 0.324, 0.539, 0.425]}

(3)
{"formula": "C5H5NOS", "method": "ωB97M-V with the def2-TZVPD basis set", "homo_energy_ev": -8.5, "smiles": "N#CC1=COCCS1", "energy_ha": -721.61288, "e_above_lowest_ev": 2.905, "orbital_gap_ev": 8.906, "e_lumo_ha": 0.0150, "elements": ["N", "C", "C", "C", "O", "C", "C", "S", "H", "H", "H", "H", "H"], "positions_angstrom": [[-3.411, 0.269, 0.035], [-2.267, 0.103, 0.005], [-0.783, 0.102, 0.050], [-0.103, 1.334, 0.147], [1.238, 1.622, -0.128], [2.210, 0.471, -0.125], [1.685, -0.886, 0.380], [0.021, -1.399, -0.166], [-0.652, 2.369, 0.143], [3.079, 0.870, 0.468], [2.708, 0.311, -1.310], [1.839, -0.946, 1.412], [2.199, -1.820, -0.016]], "forces_ev_per_a": [[0.78, -0.41, -0.19], [1.09, 0.85, 0.63], [-0.20, 3.41, 0.15], [-1.19, 0.46, -1.72], [-0.65, -2.82, 0.87], [1.47, 0.39, -3.32], [0.22, -1.00, -1.94], [0.72, -0.18, 0.18], [0.83, -2.42, 0.36], [-0.98, -0.64, -0.37], [-1.88, 0.73, 3.35], [-0.44, 0.00, 1.81], [0.24, 1.64, 0.19]], "mulliken_charge": [-0.412, -0.012, 0.472, -0.230, -0.339, -0.315, -0.598, -0.098, 0.322, 0.282, 0.226, 0.367, 0.336]}

(4)
{"formula": "C28H37N7O5", "method": "ωB97M-V with the def2-TZVPD basis set", "homo_energy_ev": -8.4, "smiles": "COc1ccc(-c2nnn(CC(=O)N(CCCN3CCOCC3)[C@@H](C(=O)NC3CCCC3)c3ccco3)n2)cc1", "energy_ha": -1848.62388, "e_above_lowest_ev": 0.410, "orbital_gap_ev": 8.978, "e_lumo_ha": 0.0208, "elements": ["C", "O", "C", "C", "C", "C", "C", "N", "N", "N", "C", "C", "O", "N", "C", "C", "C", "N", "C", "C", "O", "C", "C", "C", "C", "O", "N", "C", "C", "C", "C", "C", "C", "C", "C", "C", "O", "N", "C", "C", "H", "H", "H", "H", "H", "H", "H", "H", "H", "H", "H", "H", "H", "H", "H", "H", "H", "H", "H", "H", "H", "H", "H", "H", "H", "H", "H", "H", "H", "H", "H", "H", "H", "H", "H", "H", "H"], "positions_angstrom": [[1.296, 2.077, -9.176], [2.180, 1.986, -8.085], [1.673, 2.036, -6.826], [0.322, 2.168, -6.514], [-0.080, 2.206, -5.193], [0.852, 2.114, -4.166], [0.416, 2.143, -2.790], [-0.863, 2.341, -2.399], [-0.871, 2.289, -1.117], [0.364, 2.069, -0.727], [0.740, 1.857, 0.638], [0.663, 0.342, 0.909], [1.669, -0.329, 0.745], [-0.527, -0.178, 1.245], [-1.757, 0.586, 1.384], [-1.934, 1.187, 2.783], [-2.163, 0.133, 3.867], [-2.568, 0.754, 5.118], [-3.267, -0.172, 5.995], [-3.751, 0.582, 7.233], [-2.679, 1.169, 7.931], [-1.973, 2.049, 7.089], [-1.449, 1.334, 5.843], [-0.631, -1.630, 1.438], [-0.798, -2.325, 0.062], [-1.860, -2.817, -0.257], [0.299, -2.285, -0.697], [0.345, -2.748, -2.066], [1.624, -3.548, -2.310], [2.713, -2.480, -2.477], [1.988, -1.206, -2.956], [0.501, -1.569, -3.032], [0.511, -2.181, 2.230], [1.268, -3.305, 2.083], [2.158, -3.327, 3.186], [1.873, -2.220, 3.919], [0.870, -1.524, 3.355], [1.204, 1.969, -1.730], [2.207, 1.986, -4.478], [2.610, 1.947, -5.791], [0.578, 1.250, -9.182], [0.755, 3.029, -9.177], [1.920, 2.018, -10.066], [-0.423, 2.240, -7.291], [-1.125, 2.307, -4.943], [1.787, 2.148, 0.746], [0.098, 2.454, 1.282], [-1.784, 1.377, 0.631], [-2.586, -0.090, 1.165], [-2.800, 1.850, 2.765], [-1.057, 1.783, 3.038], [-2.980, -0.521, 3.551], [-1.256, -0.478, 4.000], [-4.128, -0.582, 5.464], [-2.613, -1.004, 6.311], [-4.238, -0.099, 7.934], [-4.464, 1.361, 6.922], [-1.148, 2.446, 7.682], [-2.631, 2.873, 6.776], [-0.939, 2.058, 5.207], [-0.724, 0.557, 6.147], [-1.560, -1.810, 1.988], [1.124, -1.817, -0.340], [-0.570, -3.321, -2.239], [1.838, -4.237, -1.494], [1.510, -4.126, -3.227], [3.472, -2.802, -3.188], [3.210, -2.295, -1.525], [2.144, -0.393, -2.248], [2.356, -0.870, -3.925], [0.235, -1.895, -4.038], [-0.150, -0.737, -2.767], [1.200, -4.026, 1.296], [2.904, -4.065, 3.394], [2.291, -1.828, 4.824], [2.927, 1.919, -3.678], [3.651, 1.849, -6.054]], "forces_ev_per_a": [[-0.16, 0.01, -0.19], [0.17, -0.01, 0.32], [0.02, -0.01, 0.18], [0.10, -0.01, -0.41], [0.22, -0.03, 0.33], [0.11, 0.00, -0.55], [0.09, -0.05, 1.04], [-0.17, 0.05, -0.61], [-0.38, 0.14, 0.74], [-0.21, 0.38, -0.83], [0.20, -0.40, 0.61], [0.14, 0.45, 0.00], [0.34, 0.15, -0.08], [-0.06, -0.35, 0.10], [-0.23, 0.60, 0.27], [-0.10, -0.43, -0.10], [0.01, 0.28, -0.08], [-0.03, -0.08, 0.05], [-0.10, 0.18, 0.28], [-0.17, -0.31, -0.21], [0.09, -0.06, 0.14], [0.29, 0.11, -0.24], [-0.14, 0.18, 0.25], [0.11, -0.13, 0.07], [0.05, 0.13, 0.61], [-0.41, -0.11, -0.06], [0.53, 0.03, -0.33], [-0.33, -0.20, -0.30], [-0.06, 0.00, 0.05], [0.10, -0.06, -0.06], [0.04, 0.11, -0.08], [-0.07, -0.03, 0.04], [0.11, -0.85, -0.31], [-0.55, 0.47, 0.00], [-0.02, 0.41, 0.42], [0.61, -0.67, 0.05], [-0.37, 0.38, -0.12], [0.39, -0.04, -0.52], [-0.22, 0.04, -0.06], [-0.01, 0.00, -0.24], [0.02, 0.04, 0.01], [0.01, -0.04, 0.01], [-0.09, 0.01, 0.04], [-0.04, 0.00, -0.09], [-0.10, 0.01, -0.01], [-0.24, -0.05, 0.01], [0.04, 0.01, -0.10], [-0.09, -0.25, 0.17], [0.05, 0.04, -0.08], [-0.01, 0.06, 0.02], [0.04, 0.12, -0.03], [0.03, -0.05, -0.02], [-0.12, -0.06, 0.00], [0.01, -0.04, 0.02], [-0.05, 0.00, -0.02], [-0.03, 0.04, -0.08], [0.02, -0.08, 0.03], [-0.04, 0.03, -0.08], [0.08, -0.03, 0.03], [0.06, 0.01, 0.03], [0.00, 0.04, -0.04], [0.12, 0.04, -0.20], [-0.14, 0.02, 0.21], [0.14, 0.06, 0.01], [-0.03, -0.11, 0.00], [-0.02, -0.04, -0.03], [0.09, -0.01, 0.07], [0.09, -0.01, 0.02], [0.04, 0.05, -0.02], [0.03, 0.06, 0.01], [-0.03, -0.02, -0.06], [-0.11, 0.02, -0.01], [-0.05, -0.10, -0.22], [0.18, -0.11, 0.11], [-0.01, 0.13, 0.12], [0.11, -0.02, 0.06], [0.12, -0.01, -0.02]], "mulliken_charge": [-0.852, -0.457, 0.970, -0.319, -0.976, 0.592, 0.035, -0.742, -0.448, 1.420, -1.342, 0.884, -0.719, 0.824, -1.239, -0.391, -0.737, 0.084, -0.465, -0.664, -0.381, -0.789, -0.230, 1.132, -0.387, -0.724, 0.122, -0.505, -0.885, -0.958, 0.011, -0.941, -0.620, -0.641, -0.715, -0.630, -0.183, -0.922, -0.488, -0.599, 0.341, 0.346, 0.240, 0.410, 0.503, 0.338, 0.291, 0.551, 0.562, 0.233, 0.112, 0.373, 0.281, 0.358, 0.301, 0.365, 0.354, 0.361, 0.370, 0.309, 0.247, 0.847, 0.109, 0.693, 0.317, 0.430, 0.381, 0.250, -0.214, 0.632, 0.373, 0.310, 0.657, 0.469, 0.487, 0.446, 0.446]}